Entry 1:
Here is a structure of composition C30H28Cl3HgN7OS from the OMol25 dataset. Energies are from ωB97M-V/def2-TZVPD.

Each line ends with the Löwdin charge.
Cartesian coordinates (Å):
Hg1 0.074 -0.518 -0.217  1.189
C1 -1.985 2.269 -1.070  -0.219
C2 -1.945 2.562 0.443  -0.212
N1 -1.221 1.558 1.200  -0.095
C3 -0.375 2.084 2.262  -0.270
C4 0.747 3.009 1.772  -0.451
S1 1.686 2.486 0.310  0.907
C5 0.886 3.405 -1.037  -0.452
C6 0.233 2.520 -2.097  -0.283
N2 -0.788 1.631 -1.577  -0.114
H1 -2.189 3.214 -1.598  0.116
H2 -2.820 1.601 -1.273  0.053
H3 -2.978 2.680 0.796  0.116
H4 -1.461 3.523 0.612  0.088
H5 -1.831 0.837 1.564  0.085
H6 0.056 1.234 2.788  0.081
H7 -0.953 2.661 3.004  0.117
H8 1.480 3.092 2.576  0.070
H9 0.386 4.021 1.581  0.060
H10 1.659 4.002 -1.526  0.067
H11 0.169 4.105 -0.609  0.061
H12 1.004 1.911 -2.571  0.093
H13 -0.177 3.194 -2.870  0.114
H14 -1.029 0.905 -2.242  0.073
C7 2.646 -0.459 -3.934  -0.103
C8 3.968 -0.246 -3.500  -0.103
C9 4.230 -0.171 -2.167  -0.034
C10 3.190 -0.304 -1.193  -0.375
N3 1.915 -0.487 -1.649  0.015
C11 1.679 -0.572 -2.970  -0.201
N4 3.586 -0.212 0.078  0.113
C12 2.876 -0.376 1.188  -0.364
N5 1.562 -0.729 1.352  0.009
C13 1.251 -0.816 2.677  -0.348
N6 0.087 -1.124 3.252  0.112
C14 -0.940 -1.730 2.649  -0.379
C15 -2.029 -2.117 3.489  -0.040
C16 -3.009 -2.943 3.021  -0.104
C17 -2.956 -3.399 1.693  -0.112
C18 -1.953 -2.900 0.903  -0.204
N7 -0.998 -2.059 1.326  0.027
C19 2.427 -0.458 3.434  -0.128
C20 2.671 -0.366 4.805  -0.036
C21 3.936 -0.003 5.220  -0.115
C22 4.959 0.257 4.286  -0.114
C23 4.726 0.161 2.930  -0.033
C24 3.446 -0.195 2.502  -0.126
H15 2.386 -0.541 -4.980  0.088
H16 4.774 -0.148 -4.218  0.094
H17 5.228 -0.013 -1.784  0.099
H18 0.643 -0.750 -3.235  0.056
H19 -2.004 -1.777 4.514  0.096
H20 -3.812 -3.257 3.677  0.095
H21 -3.693 -4.075 1.284  0.091
H22 -1.900 -3.165 -0.147  0.098
H23 1.879 -0.575 5.512  0.102
H24 4.153 0.080 6.278  0.085
H25 5.943 0.537 4.644  0.086
H26 5.505 0.357 2.204  0.103
Cl1 -6.062 -4.349 -3.358  0.614
C25 -4.679 -3.365 -2.948  -0.689
C26 -4.771 -2.444 -1.923  -0.153
C27 -3.671 -1.668 -1.608  -0.568
Cl2 -3.839 -0.519 -0.311  0.745
C28 -2.423 -1.763 -2.270  -0.517
O1 -1.396 -1.050 -1.991  -0.239
C29 -2.415 -2.725 -3.317  -0.578
Cl3 -0.937 -2.922 -4.211  0.695
C30 -3.498 -3.507 -3.657  -0.153
H27 -5.689 -2.325 -1.366  0.099
H28 -3.417 -4.223 -4.463  0.099

For the orbital gap (spin up / spin down), the calculation gives 5.0 / 7.0 eV. The energy above the lowest of the compared OMol25 structures with the same formula, charge and spin comes out at 0.0000 eV. Its total energy is -3550.81542 hartree. Its total charge is -1. Its HOMO energy (spin up / spin down) is -0.089 / -0.170 Ha. Its multiplicity is 2.

Entry 2:
Here is a structure of composition C30H28ClFeNPS at a distorted geometry from the OMol25 dataset. Energies are from ωB97M-V/def2-TZVPD.

Each line ends with the Löwdin charge.
Cartesian coordinates (Å):
Fe1 0.084 -0.235 0.219  0.575
Cl1 -0.440 1.400 1.568  0.114
P1 0.020 -0.050 -2.131  1.029
C1 -1.333 -0.881 -3.034  -0.370
C2 -1.156 -1.621 -4.216  -0.065
C3 -2.262 -2.170 -4.881  -0.043
C4 -3.551 -2.017 -4.365  -0.040
C5 -3.729 -1.306 -3.173  -0.055
C6 -2.636 -0.743 -2.516  -0.115
C7 -0.238 1.737 -2.501  -0.361
C8 0.626 2.650 -1.879  -0.120
C9 0.458 4.023 -2.062  -0.054
C10 -0.558 4.504 -2.895  -0.042
C11 -1.401 3.597 -3.544  -0.046
C12 -1.242 2.217 -3.357  -0.065
C13 1.569 -0.398 -3.030  -0.355
C14 2.658 -0.921 -2.317  -0.110
C15 3.882 -1.139 -2.950  -0.059
C16 4.039 -0.856 -4.309  -0.039
C17 2.959 -0.336 -5.029  -0.036
C18 1.731 -0.100 -4.396  -0.076
H1 1.425 2.286 -1.230  0.094
H2 1.124 4.721 -1.558  0.118
H3 -0.686 5.579 -3.036  0.122
H4 -2.190 3.961 -4.205  0.121
H5 -1.905 1.530 -3.886  0.109
H6 -0.160 -1.767 -4.637  0.101
H7 -2.114 -2.718 -5.814  0.121
H8 -4.411 -2.441 -4.886  0.123
H9 -4.728 -1.182 -2.760  0.119
H10 -2.795 -0.178 -1.596  0.105
H11 2.543 -1.162 -1.258  0.043
H12 4.720 -1.534 -2.376  0.115
H13 4.995 -1.044 -4.798  0.123
H14 3.071 -0.111 -6.091  0.124
H15 0.903 0.311 -4.979  0.122
H16 -0.117 -6.484 -6.066  0.000
H17 0.633 -6.451 -6.033  0.001
N1 0.511 -1.967 0.537  -0.427
S1 1.990 -2.216 1.315  1.150
C19 2.095 -1.003 2.685  -0.418
C20 3.096 -0.029 2.624  -0.085
C21 3.282 0.852 3.698  -0.035
C22 2.489 0.739 4.846  -0.020
C23 1.505 -0.255 4.914  -0.023
C24 1.312 -1.125 3.832  -0.068
C25 1.522 -3.605 2.332  -0.435
C26 0.209 -4.065 2.468  -0.083
C27 -0.063 -5.081 3.397  -0.034
C28 0.968 -5.627 4.168  -0.027
C29 2.282 -5.172 4.004  -0.030
C30 2.565 -4.176 3.074  -0.071
H18 0.058 -2.823 0.231  0.053
H19 3.724 0.011 1.741  0.111
H20 4.048 1.626 3.642  0.126
H21 2.630 1.433 5.683  0.131
H22 0.885 -0.356 5.815  0.131
H23 0.580 -1.926 3.905  0.117
H24 -0.596 -3.635 1.877  0.102
H25 -1.089 -5.438 3.520  0.127
H26 0.752 -6.398 4.908  0.127
H27 3.093 -5.586 4.600  0.127
H28 3.578 -3.817 2.906  0.123

For the orbital gap (spin up / spin down), the calculation gives 8.1 / 5.3 eV. Its total energy is -3677.54749 hartree. Its total charge is +2. Its HOMO energy (spin up / spin down) is -0.525 / -0.527 Ha. Its multiplicity is 6.

Entry 3:
Here is a structure of composition C30H28F9N6O7PS3Sn at a distorted geometry from the OMol25 dataset. Energies are from ωB97M-V/def2-TZVPD.

Each line ends with the Löwdin charge.
Cartesian coordinates (Å):
Sn1 -0.617 0.156 0.382  1.209
C1 -3.238 3.696 2.244  -0.065
C2 -2.796 4.833 1.596  -0.072
C3 -1.514 4.859 1.070  -0.023
C4 -0.709 3.726 1.177  -0.248
N1 -1.149 2.628 1.815  0.068
C5 -2.365 2.624 2.336  -0.144
C6 0.671 3.694 0.614  -0.268
C7 1.155 4.698 -0.222  -0.029
C8 2.426 4.563 -0.745  -0.058
C9 3.205 3.486 -0.384  -0.015
C10 2.670 2.545 0.497  -0.230
N2 1.430 2.661 0.970  0.162
C11 3.459 1.406 1.033  -0.241
C12 4.837 1.307 0.844  -0.023
C13 5.524 0.270 1.453  -0.085
C14 4.827 -0.625 2.241  -0.072
C15 3.455 -0.446 2.374  -0.123
N3 2.791 0.535 1.788  0.137
H1 -4.238 3.627 2.647  0.099
H2 -3.447 5.693 1.500  0.099
H3 -1.161 5.748 0.569  0.094
H4 -2.648 1.709 2.836  0.107
H5 0.537 5.536 -0.508  0.098
H6 2.812 5.302 -1.435  0.106
H7 4.191 3.357 -0.806  0.100
H8 5.375 2.030 0.249  0.094
H9 6.595 0.173 1.324  0.097
H10 5.328 -1.438 2.749  0.094
H11 2.865 -1.090 3.010  0.101
S1 1.489 0.046 -1.638  0.495
C16 0.623 1.307 -2.431  -1.143
S2 -0.763 1.979 -1.667  0.555
C17 1.028 1.758 -3.693  -0.430
C18 0.438 2.831 -4.394  -0.295
N4 0.044 3.698 -5.050  0.105
C19 2.041 1.119 -4.439  -0.315
N5 2.823 0.617 -5.129  0.113
C20 3.665 -5.133 1.985  -0.195
O1 2.441 -5.217 1.303  -0.356
P1 1.779 -3.737 0.815  0.892
O2 2.756 -3.503 -0.501  -0.396
C21 3.082 -4.443 -1.500  -0.162
O3 0.558 -4.485 0.020  -0.365
C22 -0.675 -4.823 0.642  -0.143
H12 4.185 -6.088 1.865  0.072
H13 3.503 -4.940 3.053  0.073
H14 4.296 -4.337 1.574  0.064
H15 3.170 -3.903 -2.446  0.078
H16 2.316 -5.218 -1.590  0.071
H17 4.041 -4.918 -1.266  0.071
H18 -1.022 -5.763 0.201  0.079
H19 -1.408 -4.035 0.471  0.064
H20 -0.537 -4.957 1.711  0.061
F1 -5.278 -1.066 2.178  0.151
C23 -5.302 0.077 1.470  -0.519
F2 -5.016 1.066 2.331  0.136
F3 -6.599 0.267 1.124  0.125
C24 -4.270 0.065 0.271  -0.366
O4 -3.066 0.352 0.712  -0.249
C25 -4.804 1.112 -0.770  -0.535
F4 -5.046 2.297 -0.171  0.143
F5 -3.946 1.325 -1.758  0.146
F6 -5.978 0.754 -1.356  0.124
C26 -4.410 -1.344 -0.411  -0.531
F7 -5.703 -1.790 -0.396  0.116
F8 -4.059 -1.345 -1.702  0.147
F9 -3.697 -2.278 0.213  0.161
O5 -1.308 -1.438 -1.355  -0.706
S3 -0.369 -2.200 -2.250  0.880
C27 -0.595 -1.425 -3.909  -0.298
C28 -1.169 -2.474 -4.842  -0.240
C29 -2.184 -3.248 -4.012  -0.245
C30 -1.456 -3.625 -2.736  -0.293
H21 0.372 -1.054 -4.237  0.064
H22 -1.274 -0.588 -3.748  0.105
H23 -0.372 -3.146 -5.176  0.110
H24 -1.613 -2.016 -5.728  0.111
H25 -2.568 -4.123 -4.545  0.105
H26 -3.029 -2.600 -3.769  0.105
H27 -0.802 -4.488 -2.870  0.087
H28 -2.115 -3.789 -1.889  0.079
O6 0.731 -3.682 2.939  -0.285
N6 0.185 -2.541 3.029  -0.264
O7 -0.332 -2.008 2.013  -0.327

For the orbital gap, the calculation gives 6.6 eV. The energy above the lowest of the compared OMol25 structures with the same formula, charge and spin comes out at 0.0000 eV. Its total energy is -4664.33779 hartree. Its total charge is -2. Its HOMO energy is -0.087 Ha.